# 1
C7H16N3O | wB97M-V/def2-TZVPD

```
27
Properties=species:S:1:pos:R:3:forces:R:3
C 2.43662 1.41728 1.01162 2.69 -1.47 8.10
C 1.93769 -0.66928 -0.10715 1.72 0.74 3.95
C 3.07344 -1.40279 -0.79009 2.24 -0.67 -0.15
C -4.01869 0.71273 -0.52165 -0.77 2.09 0.83
C -2.94381 0.06454 0.32623 -1.00 -2.22 -0.90
C -1.57593 -0.25943 -0.41180 -0.54 1.73 1.35
C -0.47240 -0.71060 0.59237 -0.49 -0.40 -0.68
N 2.07654 1.86069 -0.13153 -2.87 3.71 -9.33
N 2.38939 0.07274 1.10073 -0.44 -1.97 1.65
N 0.76494 -1.27586 0.02120 0.54 1.60 1.14
O 1.64556 0.94875 -0.98194 0.52 1.56 0.43
H 2.81012 2.09235 1.78443 -0.09 -0.61 -0.36
H 2.80359 -1.67505 -1.79622 -0.40 -0.41 -0.38
H 3.42974 -2.38685 -0.22402 -1.23 2.16 -0.89
H 4.05810 -0.83073 -0.96752 -1.80 -0.31 0.77
H -4.44758 0.27185 -1.39821 0.45 -0.76 -0.57
H -4.90598 0.94058 0.10560 0.41 -0.56 0.02
H -3.72619 1.72280 -0.73651 0.36 0.66 -0.79
H -2.88479 0.68662 1.21536 0.57 -0.23 0.18
H -3.52783 -0.86907 0.54498 1.39 0.22 0.69
H -1.76595 -1.00779 -1.15370 -0.04 -0.41 -0.53
H -1.30873 0.72023 -0.90135 0.20 -1.14 0.22
H -0.84258 -1.35842 1.37982 -0.25 -0.58 -0.33
H -0.12208 0.10309 1.13117 0.40 1.96 1.02
H 2.11259 2.88764 -0.42135 -0.09 -2.12 0.15
H 2.30826 -0.30072 2.11724 -0.16 0.27 -2.61
H 0.69594 -1.75532 -0.78770 -1.30 -2.83 -2.98
```
Forces are in eV/Å.

The value obtained for the maximum force is 10.4 eV/A. As for the LUMO energy (alpha / beta): -3.12 / -6.35 eV. The multiplicity is 3. The frontier orbital gap (alpha / beta) comes out at 6.470 / 7.596 eV. As for the total charge: +1. As for the expectation value of S²: 2.007.



# 2
C31H24BF3O2S | wB97M-V/def2-TZVPD

```
62
Properties=species:S:1:pos:R:3:forces:R:3
C -0.38264 -2.57663 0.53302 -0.76 -1.53 0.73
C 0.59969 -3.06628 1.57250 0.29 -0.48 0.47
C 1.49197 -4.14064 1.38237 0.02 0.23 -0.02
C 2.36443 -4.54911 2.40144 -0.33 -0.05 0.48
C 2.28471 -3.96764 3.68142 -0.04 0.31 -0.25
C 1.40555 -2.89732 3.88167 0.07 -0.60 -0.20
C 0.59975 -2.46865 2.83291 0.11 0.01 0.45
C -1.87196 -2.97355 0.80136 -1.07 -0.63 0.17
C -2.81300 -3.00140 -0.27166 0.83 0.06 0.45
C -4.17871 -3.03878 -0.02914 0.26 -0.29 0.13
C -4.65837 -3.07521 1.28891 0.37 0.20 -0.17
C -3.76089 -3.01579 2.35108 -0.18 -0.42 -0.18
C -2.38620 -3.00928 2.11281 0.35 0.37 -0.49
H -0.10193 -2.86738 -0.46817 -0.09 -0.10 -0.13
H 1.51379 -4.66037 0.42156 0.04 0.19 0.21
H 3.07319 -5.37264 2.24008 -0.42 0.38 -0.05
H 2.89013 -4.32912 4.52032 -0.12 0.10 -0.49
H 1.28377 -2.41854 4.85503 0.22 -0.19 -0.24
H -0.07288 -1.64855 3.03097 0.17 -0.08 0.05
H -2.42269 -2.90978 -1.29371 -0.28 -0.11 0.41
H -4.86471 -3.04409 -0.87804 0.12 -0.03 0.30
H -5.72415 -3.12731 1.46609 -0.01 0.08 0.06
H -4.12395 -3.00534 3.37972 0.07 -0.03 -0.29
H -1.69099 -2.94524 2.95063 -0.35 -0.15 -0.21
C 0.85613 3.86621 -2.75335 -0.31 0.34 -0.29
C 1.18561 2.60026 -2.07807 0.68 -0.30 1.30
C 1.96116 2.47449 -0.92841 -0.73 0.19 -0.74
C 2.07011 1.14007 -0.49674 -0.35 -0.69 -1.17
C 1.44177 0.24872 -1.37228 -0.71 2.51 1.29
B -0.81695 -1.12992 0.67603 1.78 1.84 -2.06
C 1.58223 -1.14874 -1.38131 0.28 -1.42 -0.21
C 0.97638 -1.91805 -2.40124 0.50 -0.16 0.37
C 1.66051 -3.03329 -2.84412 -0.10 0.05 0.14
C 2.87689 -3.33010 -2.24815 0.68 -0.56 -0.31
C 3.72605 -4.40193 -2.84377 0.16 -0.45 -0.15
F 5.03412 -4.31819 -2.46769 -0.87 -0.19 -0.24
F 3.26610 -5.63159 -2.44838 0.53 0.43 -0.47
F 3.70711 -4.37576 -4.20665 0.01 -0.23 0.81
C 3.30455 -2.74711 -1.07020 -0.27 -0.03 0.24
C 2.56769 -1.70850 -0.54383 -0.08 0.01 -0.45
O -0.30355 -0.20586 1.56170 0.14 0.31 0.04
C -1.31970 0.73515 1.63707 -1.67 -1.24 -1.33
C -2.19782 0.52470 0.51948 0.94 -0.45 2.23
C -3.56844 0.65432 0.66777 -0.35 0.30 0.14
C -4.04035 0.82093 1.97167 -0.34 0.61 -0.66
C -3.17759 0.97278 3.05800 0.15 0.79 0.36
C -1.79612 1.02237 2.89731 -0.55 0.12 0.35
O -1.69099 -0.51184 -0.23382 0.20 0.22 -0.18
S 0.58610 1.08747 -2.64288 0.90 0.25 0.88
H 1.70173 4.55528 -2.64563 -0.31 -0.01 -0.16
H 0.64601 3.67343 -3.80808 0.09 0.31 0.01
H -0.04237 4.31051 -2.30598 0.20 0.09 -0.14
H 2.44993 3.31747 -0.43262 -0.28 -0.26 -0.25
H 2.66494 0.81374 0.34839 -0.10 0.11 -0.15
H -0.00302 -1.62848 -2.78125 0.41 0.13 -0.28
H 1.32563 -3.66090 -3.65908 -0.19 0.15 -0.05
H 4.22038 -3.09538 -0.61387 -0.11 -0.03 0.21
H 2.77028 -1.27650 0.43777 0.29 0.06 -0.53
H -4.22305 0.42728 -0.17812 0.13 -0.03 0.43
H -5.12043 0.82994 2.11854 0.28 -0.08 0.12
H -3.57997 1.03588 4.06570 -0.05 0.08 -0.18
H -1.10256 1.00862 3.73626 -0.24 0.00 -0.09
```
Forces are in eV/Å.

The value obtained for the maximum force is 3.3 eV/A. As for the LUMO energy: -0.19 eV. The frontier orbital gap comes out at 7.467 eV.



# 3
C18H24N2O4PtS | wB97M-V/def2-TZVPD

```
50
Properties=species:S:1:pos:R:3:forces:R:3
Pt -0.50267 -1.26717 0.17555 -0.52 1.22 0.25
C 0.74797 -3.12920 4.46669 -2.00 0.40 0.67
O 0.05655 -3.81923 3.36334 0.01 -0.07 0.21
C -0.37312 -3.11966 2.36701 1.02 1.88 0.52
O -0.22597 -1.87138 2.28469 -0.55 -0.92 -0.26
N -0.93737 -3.84023 1.39158 -0.18 -1.40 -0.37
N -1.08293 -3.28344 0.09197 1.26 -1.18 -0.12
H 1.73604 -3.47156 4.48559 1.35 -0.71 0.00
H 0.19316 -3.41051 5.38564 0.49 0.18 -0.65
H 0.72562 -2.05225 4.32108 -0.13 -0.11 -0.02
H -0.80130 -4.85152 1.44321 -0.26 0.36 -0.01
H -2.05542 -3.41155 -0.16318 -0.07 -0.07 -0.41
H -0.44139 -3.85054 -0.53692 -1.18 1.00 0.58
C 3.55120 -0.73801 0.76837 0.75 -1.97 0.25
C 3.54562 -0.68923 -0.74430 1.43 -0.92 -0.50
C 2.21512 -1.20462 -1.15450 -1.68 -0.28 -1.45
O 1.59359 -1.80806 0.01273 0.30 -0.35 0.04
C 2.58362 -1.91305 1.07509 0.40 1.32 -0.09
H 3.17280 0.15075 1.18368 -0.51 1.16 0.62
H 4.57358 -0.92349 1.15980 -0.72 0.13 -0.13
H 4.30868 -1.37414 -1.16056 -0.22 0.27 0.37
H 3.79571 0.26785 -1.15710 -0.14 0.63 -0.07
H 2.22391 -2.00376 -1.90671 0.40 0.19 0.08
H 1.50517 -0.45601 -1.56170 0.42 -0.08 0.48
H 3.02169 -2.89221 1.06443 0.46 -0.51 -0.45
H 2.06120 -1.82650 2.00545 -0.24 0.34 0.47
O -0.04684 0.75549 0.12958 -0.82 -0.07 0.09
S -1.27553 1.76383 0.32761 0.04 -0.42 -0.73
C -2.41906 1.24694 -0.97885 -0.51 -1.71 1.42
C -3.37763 0.29124 -0.51354 -0.37 -0.14 -0.33
C -4.16666 -0.43450 -1.42081 1.50 0.42 -0.15
C -3.91112 -0.26278 -2.78402 -0.73 0.53 -0.19
C -2.99877 0.67825 -3.25830 0.17 0.46 0.87
C -2.23667 1.41769 -2.32819 -0.25 -0.17 -0.98
C -0.54109 3.26666 -0.23148 0.23 -0.74 0.70
C 0.48104 3.16955 -1.14723 -0.46 0.66 -0.35
C 1.15216 4.31622 -1.51149 -0.56 -0.32 0.18
C 0.81768 5.51950 -0.92582 -0.65 -1.66 0.74
C -0.13391 5.56148 0.08296 -0.22 0.99 -0.57
C -0.82744 4.42692 0.45035 -0.50 0.27 0.44
H -3.60538 0.09041 0.53150 0.43 0.49 0.10
H -4.88894 -1.17427 -1.08893 0.00 0.30 0.05
H -4.57645 -0.76069 -3.47263 0.19 -0.23 -0.26
H -2.89608 0.91938 -4.31868 -0.03 -0.35 0.35
H -1.52266 2.12766 -2.69473 0.26 0.32 -0.12
H 0.61123 2.23738 -1.62245 0.62 -0.82 -0.48
H 1.85480 4.27634 -2.29717 0.82 -0.01 -0.66
H 1.30595 6.36716 -1.25814 0.79 1.77 -0.42
H -0.39888 6.54855 0.44085 -0.03 -0.21 0.48
H -1.59081 4.44031 1.22871 0.19 0.11 -0.19
```
Forces are in eV/Å.

The value obtained for the maximum force is 2.3 eV/A. As for the LUMO energy (alpha / beta): -5.74 / -7.96 eV. The multiplicity is 3. The frontier orbital gap (alpha / beta) comes out at 9.066 / 6.931 eV. As for the total charge: +2. As for the expectation value of S²: 2.005.



Values for energy above the lowest of the compared OMol25 structures with the same formula, charge and spin, kcal per mole, ordered as above
8.9, 57.4, 3.2